[1]
The following is a DFT calculation (ωB97M-V/def2-TZVPD) of the ion C3H6OS2 with charge +1.

CARTESIAN COORDINATES (ANGSTROEM)
C: 0.12 0.15 -0.54
C: 1.20 0.80 -1.30
O: 1.54 0.54 -2.45
C: 0.51 -0.94 0.38
S: -1.15 -1.34 1.28
S: -2.19 0.00 2.30
H: -0.35 1.02 0.06
H: -0.60 -0.23 -1.35
H: 1.67 1.75 -0.87
H: 0.91 -1.91 -0.09
H: 1.34 -0.63 1.04
H: -3.02 0.79 1.53

## Properties
Highest occupied orbital energy (alpha / beta) ... -13.7633 / -13.7108 eV
Net charge ... +1
Max |F| ... 4.66 eV/Å
Relative energy (zero: lowest compared OMol25 entry of this formula, charge and spin) ... 0.5825 eV
Spin multiplicity ... 2
E ... -26915.356 eV


[2]
The following is a DFT calculation (ωB97M-V/def2-TZVPD) of the molecule C3H6OS3.

CARTESIAN COORDINATES (ANGSTROEM)
C: -0.30 -0.60 0.42
C: 0.33 0.04 -0.73
C: 0.19 -0.25 1.81
O: -2.15 0.33 -1.75
S: 0.46 -0.84 -2.32
S: 1.65 1.13 -0.22
S: -1.40 0.93 -0.62
H: -1.06 -1.39 0.36
H: 0.67 0.78 1.98
H: 1.08 -0.86 2.15
H: -0.48 -0.23 2.70
H: -0.91 -0.57 -2.29
H: 1.93 1.54 -1.48

## Properties
Highest occupied orbital energy (alpha / beta) ... -8.5862 / -8.5868 eV
Max |F| ... 2.86 eV/Å
Relative energy (zero: lowest compared OMol25 entry of this formula, charge and spin) ... 1.3513 eV
E ... -37758.806 eV


[3]
The following is a DFT calculation (ωB97M-V/def2-TZVPD) of the molecule C3H6OSe.

CARTESIAN COORDINATES (ANGSTROEM)
C: -0.42 -0.84 -0.11
C: -1.47 -0.16 0.78
C: 1.57 0.34 -0.49
O: 0.85 -0.48 0.29
Se: -3.22 0.06 -0.08
H: -0.61 -1.86 0.24
H: -0.65 -0.55 -1.08
H: -1.56 -0.83 1.58
H: -1.16 0.77 1.19
H: 2.63 0.42 -0.11
H: 1.17 0.94 -1.34

## Properties
Highest occupied orbital energy (alpha / beta) ... -9.1766 / -7.1678 eV
Max |F| ... 2.56 eV/Å
Relative energy (zero: lowest compared OMol25 entry of this formula, charge and spin) ... 2.8356 eV
E ... -70597.981 eV


[4]
The following is a DFT calculation (ωB97M-V/def2-TZVPD) of a cluster of 2 separate species, C3H6OSe in total.

CARTESIAN COORDINATES (ANGSTROEM)
C: 1.35 0.46 0.51
C: -1.32 -1.34 -0.18
C: 0.95 1.57 -0.28
O: 1.38 -0.69 0.00
Se: -2.01 0.39 0.24
H: 1.50 0.76 1.64
H: -1.76 -1.77 -1.16
H: -0.20 -1.26 -0.33
H: -1.35 -2.05 0.71
H: 0.81 2.50 0.09
H: 0.65 1.43 -1.23

## Properties
Highest occupied orbital energy (alpha / beta) ... -8.8704 / -8.8244 eV
Max |F| ... 3.74 eV/Å
Relative energy (zero: lowest compared OMol25 entry of this formula, charge and spin) ... 3.0388 eV
E ... -70597.777 eV


[5]
The following is a DFT calculation (ωB97M-V/def2-TZVPD) of a cluster of 2 separate species, C3H6P2 in total.

CARTESIAN COORDINATES (ANGSTROEM)
C: -2.17 -0.13 0.79
C: 0.02 -0.07 -0.29
C: 1.23 -0.05 -1.08
P: -1.41 1.15 -0.33
P: -1.49 -1.00 -0.70
H: -1.73 -0.39 1.78
H: -3.31 0.09 0.81
H: 0.24 -0.53 1.20
H: 1.65 0.86 -1.48
H: 0.93 -0.55 -1.93
H: 2.12 -0.54 -0.61

## Properties
Highest occupied orbital energy ... -8.6475 eV
Max |F| ... 6.27 eV/Å
Relative energy (zero: lowest compared OMol25 entry of this formula, charge and spin) ... 1.9148 eV
E ... -21782.522 eV


[6]
The following is a DFT calculation (ωB97M-V/def2-TZVPD) of the molecule C3H6S2.

CARTESIAN COORDINATES (ANGSTROEM)
C: 1.73 -1.28 -0.50
C: 0.77 -0.99 0.70
C: -0.13 0.15 0.24
S: 0.58 1.63 -0.02
S: -1.78 -0.47 -0.11
H: 2.59 -1.90 -0.26
H: 1.25 -1.71 -1.36
H: 2.15 -0.32 -0.88
H: 0.20 -1.91 1.01
H: 1.20 -0.62 1.60
H: -2.42 0.69 -0.58

## Properties
Highest occupied orbital energy ... -8.7560 eV
SMILES ... CCC(=S)S
Max |F| ... 1.85 eV/Å
Relative energy (zero: lowest compared OMol25 entry of this formula, charge and spin) ... 0.7316 eV
E ... -24877.977 eV


[7]
The following is a DFT calculation (ωB97M-V/def2-TZVPD) of the molecule C3H6S2.

CARTESIAN COORDINATES (ANGSTROEM)
C: -0.39 -0.16 0.93
C: 0.43 0.04 -0.52
S: -0.25 -1.19 -1.70
C: 0.13 1.36 -1.09
S: 1.26 2.38 -1.67
H: -1.44 -0.01 0.75
H: 0.01 0.57 1.63
H: -0.19 -1.17 1.27
H: 1.49 -0.14 -0.37
H: 0.52 -0.83 -2.72
H: -0.92 1.62 -1.16

## Properties
Highest occupied orbital energy ... -8.8496 eV
SMILES ... C[C@@H](S)C=S
Max |F| ... 2.93 eV/Å
Relative energy (zero: lowest compared OMol25 entry of this formula, charge and spin) ... 0.8492 eV
E ... -24877.859 eV


[8]
The following is a DFT calculation (ωB97M-V/def2-TZVPD) of the molecule C3H6S3.

CARTESIAN COORDINATES (ANGSTROEM)
C: 1.97 0.07 0.03
S: 0.73 -1.17 -0.46
C: -0.52 -0.88 0.77
S: -1.33 0.74 0.76
C: -1.87 0.88 -0.89
S: -2.88 1.95 -1.51
H: 1.56 1.09 -0.09
H: 2.87 -0.05 -0.56
H: 2.28 -0.11 1.09
H: -0.13 -0.91 1.75
H: -1.25 -1.67 0.62
H: -1.43 0.06 -1.50

## Properties
Highest occupied orbital energy ... -8.5579 eV
SMILES ... CSCSC=S
Max |F| ... 1.59 eV/Å
Relative energy (zero: lowest compared OMol25 entry of this formula, charge and spin) ... 0.6093 eV
E ... -35713.249 eV


[9]
The following is a DFT calculation (ωB97M-V/def2-TZVPD) of the molecule C3H6S3.

CARTESIAN COORDINATES (ANGSTROEM)
S: 2.44 1.49 0.07
C: 1.62 0.16 0.26
S: 2.44 -1.42 -0.09
C: 0.18 0.04 0.74
C: -0.81 -0.49 -0.27
S: -2.54 0.06 -0.20
H: 3.19 -0.78 -1.00
H: -0.07 1.00 1.16
H: 0.18 -0.65 1.51
H: -0.50 -0.24 -1.32
H: -0.95 -1.51 -0.04
H: -2.10 1.30 0.39

## Properties
Highest occupied orbital energy ... -8.9389 eV
SMILES ... S=C(S)CCS
Max |F| ... 3.22 eV/Å
Relative energy (zero: lowest compared OMol25 entry of this formula, charge and spin) ... 1.1414 eV
E ... -35712.717 eV


[10]
The following is a DFT calculation (ωB97M-V/def2-TZVPD) of a cluster of 2 separate species, C3H6S3 in total.

CARTESIAN COORDINATES (ANGSTROEM)
C: 2.10 -0.20 0.27
C: -0.66 -0.39 0.10
C: -1.95 0.01 -0.26
H: 2.93 -0.54 -0.90
H: 1.70 -1.17 1.02
H: 2.33 0.73 0.97
H: -0.77 -1.35 0.20
H: -0.52 0.22 1.04
H: -0.61 1.97 -0.82
S: 0.66 0.05 -1.02
S: -2.11 1.74 -0.23
S: -3.11 -1.08 -0.39

## Properties
Highest occupied orbital energy ... -8.8325 eV
Max |F| ... 5.90 eV/Å
Relative energy (zero: lowest compared OMol25 entry of this formula, charge and spin) ... 4.5941 eV
E ... -35709.265 eV


[11]
The following is a DFT calculation (ωB97M-V/def2-TZVPD) of the molecule C3H6S3.

CARTESIAN COORDINATES (ANGSTROEM)
S: 1.26 1.72 -0.38
C: 0.07 0.68 0.32
C: -0.84 -0.14 -0.59
S: -2.55 -0.21 -0.22
C: 0.18 -0.84 0.32
S: 1.46 -1.73 -0.42
H: 2.24 1.60 0.53
H: -0.40 1.12 1.17
H: -0.59 -0.07 -1.61
H: -2.91 0.84 -0.91
H: -0.25 -1.33 1.22
H: 2.33 -1.65 0.57

## Properties
Highest occupied orbital energy ... -8.9919 eV
SMILES ... S[C@H]1[C@H](S)[C@H]1S
Max |F| ... 2.35 eV/Å
Relative energy (zero: lowest compared OMol25 entry of this formula, charge and spin) ... 1.1201 eV
E ... -35712.739 eV


[12]
The following is a DFT calculation (ωB97M-V/def2-TZVPD) of a structure of composition C3H6S3Si.

CARTESIAN COORDINATES (ANGSTROEM)
C: 0.24 1.53 0.27
C: -0.51 -0.77 0.56
C: -0.65 0.48 -0.19
Si: 2.04 -0.31 -1.52
S: 2.05 1.06 0.32
S: 0.71 -2.27 0.18
S: -0.11 0.35 -1.98
H: -0.11 2.53 -0.16
H: -0.16 1.56 1.39
H: -0.18 -0.53 1.54
H: -1.58 -1.08 0.51
H: -1.72 0.67 -0.30
H: -0.02 -3.22 -0.61

## Properties
Highest occupied orbital energy ... -8.7507 eV
Max |F| ... 4.85 eV/Å
Relative energy (zero: lowest compared OMol25 entry of this formula, charge and spin) ... 1.8907 eV
E ... -43590.716 eV


[13]
The following is a DFT calculation (ωB97M-V/def2-TZVPD) of the molecule C3H6Si.

CARTESIAN COORDINATES (ANGSTROEM)
C: 1.78 0.77 -0.35
C: 1.50 -0.40 0.25
C: 0.14 -0.78 0.15
Si: -1.39 0.27 0.13
H: 0.97 1.51 -0.32
H: 2.37 -1.11 0.13
H: 0.20 -1.79 -0.37
H: -1.54 1.61 1.04
H: -2.28 -0.67 0.62
H: -1.76 0.58 -1.29

## Properties
Highest occupied orbital energy (alpha / beta) ... -9.1523 / -8.3114 eV
Max |F| ... 2.85 eV/Å
Relative energy (zero: lowest compared OMol25 entry of this formula, charge and spin) ... 3.6789 eV
E ... -11079.967 eV


[14]
The following is a DFT calculation (ωB97M-V/def2-TZVPD) of a cluster of 2 separate species, C3H6Si in total.

CARTESIAN COORDINATES (ANGSTROEM)
C: 1.62 -0.63 -0.28
C: 1.75 0.66 -0.20
C: 0.52 0.01 0.35
Si: -1.22 0.00 -0.25
H: 2.19 -1.38 -0.75
H: 2.10 1.56 -0.73
H: 0.31 0.19 2.06
H: -1.91 1.34 -0.04
H: -2.26 -0.92 0.39
H: -0.91 -0.23 -1.83

## Properties
Highest occupied orbital energy ... -8.4553 eV
Max |F| ... 4.46 eV/Å
Relative energy (zero: lowest compared OMol25 entry of this formula, charge and spin) ... 3.9222 eV
E ... -11079.724 eV


[15]
The following is a DFT calculation (ωB97M-V/def2-TZVPD) of the molecule C3H7BO3.

CARTESIAN COORDINATES (ANGSTROEM)
C: -1.10 0.49 -1.21
C: 0.05 0.18 0.23
O: -0.39 -0.58 1.21
C: -1.59 -1.36 0.94
B: 1.41 0.73 0.05
O: 2.36 0.11 0.85
O: 1.66 1.73 -0.83
H: -1.70 -0.36 -1.37
H: -0.83 1.03 -2.06
H: -2.40 -0.75 0.44
H: -1.91 -1.79 1.86
H: -1.29 -2.14 0.22
H: 3.17 0.65 0.60
H: 2.58 2.06 -0.94

## Properties
Highest occupied orbital energy (alpha / beta) ... -8.4330 / -7.5791 eV
SMILES ... C=C(OC)B(O)O
Max |F| ... 8.18 eV/Å
Relative energy (zero: lowest compared OMol25 entry of this formula, charge and spin) ... 4.6867 eV
E ... -10041.297 eV


[16]
The following is a DFT calculation (ωB97M-V/def2-TZVPD) of the molecule C3H7BS2.

CARTESIAN COORDINATES (ANGSTROEM)
C: 1.28 -2.13 -0.08
B: 0.81 -0.70 -0.51
S: -0.99 -0.47 -0.67
C: -0.98 1.36 -0.41
C: -1.06 1.70 1.01
S: -1.94 3.05 1.43
H: 2.05 -2.81 -0.57
H: 0.48 -2.76 -0.28
H: 1.19 -2.31 0.98
H: 1.42 0.28 -0.79
H: -1.86 1.75 -1.01
H: -0.04 1.77 -0.83
H: -0.35 1.27 1.75

## Properties
Highest occupied orbital energy ... -8.9535 eV
SMILES ... CBSCC=S
Max |F| ... 3.34 eV/Å
Relative energy (zero: lowest compared OMol25 entry of this formula, charge and spin) ... 2.0542 eV
E ... -25570.137 eV


[17]
The following is a DFT calculation (ωB97M-V/def2-TZVPD) of a structure of composition C3H7Br2NO.

CARTESIAN COORDINATES (ANGSTROEM)
C: 1.43 0.74 -0.53
C: -0.37 -1.04 0.61
C: -0.02 0.14 -0.31
N: -0.97 1.52 0.17
O: -0.68 -2.14 -0.25
Br: -2.85 1.17 -0.31
Br: -0.74 1.85 1.95
H: 2.07 -0.09 -0.65
H: 1.96 1.39 0.16
H: 1.41 1.30 -1.51
H: 0.45 -1.37 1.30
H: -1.26 -0.77 1.23
H: -0.49 -0.06 -1.29
H: 0.06 -2.63 -0.58

## Properties
Highest occupied orbital energy ... -9.0010 eV
Max |F| ... 3.85 eV/Å
Relative energy (zero: lowest compared OMol25 entry of this formula, charge and spin) ... 3.7091 eV
E ... -146843.910 eV


[18]
The following is a DFT calculation (ωB97M-V/def2-TZVPD) of a structure of composition C3H7BrN2.

CARTESIAN COORDINATES (ANGSTROEM)
C: -0.12 0.43 -0.46
C: -0.59 -0.98 -0.05
C: 0.86 0.84 0.75
N: 0.49 -1.70 0.51
N: 1.85 -0.06 1.10
Br: 3.19 0.00 -0.12
H: 0.24 0.51 -1.47
H: -0.91 1.09 -0.55
H: -1.31 -1.09 0.77
H: -1.01 -1.34 -1.07
H: 1.16 1.88 0.53
H: 0.14 1.10 1.66
H: 1.09 -1.89 -0.29

## Properties
Highest occupied orbital energy (alpha / beta) ... -9.1256 / -9.2689 eV
Max |F| ... 4.90 eV/Å
Relative energy (zero: lowest compared OMol25 entry of this formula, charge and spin) ... 3.0112 eV
E ... -76242.312 eV


[19]
The following is a DFT calculation (ωB97M-V/def2-TZVPD) of a cluster of 2 separate species, C3H7BrO in total.

CARTESIAN COORDINATES (ANGSTROEM)
C: -1.76 1.67 0.62
C: -1.26 0.53 0.24
Br: -1.84 -0.17 -1.47
H: -2.60 2.05 -0.02
H: -1.43 1.97 1.68
H: -0.50 -0.07 0.62
C: 1.46 -1.30 -0.50
O: 1.52 -0.46 0.64
H: 1.50 -2.37 -0.08
H: 2.29 -1.31 -1.16
H: 0.58 -0.97 -0.97
H: 2.04 0.41 0.40

## Properties
Highest occupied orbital energy ... -9.5416 eV
SMILES ... C=CBr.CO
Max |F| ... 4.01 eV/Å
Relative energy (zero: lowest compared OMol25 entry of this formula, charge and spin) ... 2.0622 eV
E ... -75312.324 eV


[20]
The following is a DFT calculation (ωB97M-V/def2-TZVPD) of the molecule C3H7BrS.

CARTESIAN COORDINATES (ANGSTROEM)
C: -1.77 0.52 0.51
C: -0.95 0.19 -0.81
C: 2.64 -1.00 0.02
S: 0.81 -0.78 0.08
Br: 3.86 0.46 -0.10
H: -1.82 -0.38 1.11
H: -2.67 0.90 0.05
H: -1.31 1.41 1.04
H: -0.81 1.17 -1.21
H: -1.56 -0.54 -1.38
H: 2.78 -1.93 -0.49
H: 0.80 -0.03 1.18

## Properties
Highest occupied orbital energy (alpha / beta) ... -7.3663 / -7.3587 eV
Max |F| ... 3.24 eV/Å
Relative energy (zero: lowest compared OMol25 entry of this formula, charge and spin) ... 4.4823 eV
E ... -84097.949 eV